Below is a 3-piece molecular cluster, C25H47O10P overall at a distorted geometry, with properties calculated with the ωB97M-V functional and the def2-TZVPD basis.

```
83
Properties=species:S:1:pos:R:3:lowdin_charge:R:1
H -3.97 3.92 -8.90 0.123
C 2.84 -0.03 9.86 -0.112
H -2.26 0.75 -0.21 0.057
H 7.24 -2.16 7.30 0.091
H 0.30 -1.04 2.85 0.039
P 1.70 -2.11 0.90 0.862
O -4.01 1.88 -8.88 -0.209
H -0.46 0.25 -5.63 0.068
H 6.58 -2.13 5.66 0.084
O 5.90 -0.66 6.96 -0.209
C -0.19 1.65 -1.86 -0.124
H -5.96 1.31 -9.31 0.084
C -4.42 3.12 -8.30 -0.186
H 3.49 0.80 10.14 0.090
H -3.25 -3.01 -1.25 0.131
C 3.58 -2.48 0.71 -0.329
C 1.94 0.62 -0.60 -0.218
O -4.68 2.42 -5.92 -0.135
O 3.60 -0.91 9.04 -0.208
H 5.35 -0.44 4.96 0.120
C -0.92 -2.48 -1.34 -0.173
H 3.85 -2.23 -0.41 0.059
C -4.97 1.34 -9.77 -0.114
H 1.21 3.03 -0.67 0.142
H -3.25 -0.65 -5.62 0.125
H -1.82 -1.56 1.44 0.117
C -2.34 -2.48 0.89 -0.251
H -0.34 -3.36 -0.81 0.094
C 3.26 -2.10 6.93 -0.170
H -1.34 2.24 0.62 0.098
C -0.02 -1.11 -1.31 -0.097
C -4.56 1.00 -6.06 -0.170
C -2.33 2.76 -1.47 -0.212
H -4.08 4.26 -6.53 0.124
H 2.51 -0.54 10.76 0.086
O 2.98 -1.01 6.04 -0.148
H -0.33 1.60 -6.78 0.090
H -1.65 -3.41 1.09 0.127
H 7.79 -0.90 6.16 0.087
C -2.25 1.91 -0.07 -0.109
H -2.80 -1.19 -1.06 0.103
O -2.20 0.78 -6.61 -0.194
H 1.73 -1.58 8.37 0.122
H 4.31 -2.37 6.89 0.112
H -2.94 0.81 -4.65 0.104
H -5.51 3.23 -8.33 0.122
H 1.99 0.38 9.31 0.085
H -5.31 0.58 -5.38 0.124
H -2.87 3.02 -6.77 0.111
H -1.10 1.88 -5.22 0.079
C -3.20 0.44 -5.65 -0.185
H -4.85 0.68 -7.06 0.110
C 5.23 0.06 5.92 -0.183
O -1.14 2.67 -2.33 -0.142
C 1.14 -0.84 -0.41 -0.246
H -2.42 3.91 -1.16 0.136
H 1.89 -0.09 2.44 0.053
O -0.92 -0.23 -3.59 -0.028
H 5.68 1.05 5.87 0.125
O -3.67 -2.67 1.50 -0.147
C 2.78 -1.88 8.37 -0.182
H -4.17 -1.78 1.44 0.115
O 3.26 0.75 -0.40 -0.049
C 1.44 -1.18 2.59 -0.312
H 3.31 0.92 5.54 0.125
H -5.00 1.91 -10.70 0.086
H 2.88 -2.81 8.93 0.124
H 3.76 -3.61 0.99 0.045
H 2.01 -1.69 3.48 0.046
C 3.73 0.19 6.24 -0.164
H 3.57 0.60 7.24 0.110
H 4.16 -1.81 1.48 0.051
H -4.68 0.31 -10.00 0.090
C 6.93 -1.50 6.48 -0.111
C 1.02 1.91 -1.00 0.086
C -3.94 3.22 -6.85 -0.167
H 2.70 -2.95 6.53 0.126
C -2.46 -2.29 -0.74 -0.160
H -3.35 2.53 -2.05 0.140
C -0.44 0.08 -2.37 -0.092
H -3.23 2.17 0.57 0.098
H -1.08 -2.84 -2.46 0.128
C -0.96 1.14 -6.01 -0.118
```

Properties
E_LUMO (eV): -1.7466
Spin multiplicity: 1
Frontier orbital gap (eV): 6.697
SMILES: CCOC1=CC(=O)C(P(C)C)=C(CCCO)C1=O.COCCOCCOC.COCCOCCOC
Charge: 0
E_tot (eV): -56437.0072

Below is C2H5N3OS as an isolated structure at a distorted geometry, with properties calculated with the ωB97M-V functional and the def2-TZVPD basis.

```
12
Properties=species:S:1:pos:R:3:lowdin_charge:R:1
H -1.05 -1.39 -1.52 0.090
H 0.86 0.26 1.66 0.093
N -0.21 -1.57 -0.97 0.044
N 0.33 -0.51 -0.19 -0.220
O -0.19 1.95 1.25 -0.204
H 0.52 -1.87 -1.63 0.103
C -0.20 0.67 -0.67 -0.217
S 1.00 -2.12 1.72 0.710
N -0.52 1.81 -0.18 -0.028
C 0.79 -0.74 1.07 -0.773
H -1.05 2.86 1.24 0.261
H -0.27 0.64 -1.79 0.139
```

Properties
E_LUMO (eV): 0.3328
Spin multiplicity: 1
Frontier orbital gap (eV): 8.860
Charge: 0
E_tot (eV): -19503.0011

Below is a 7-piece molecular cluster, C11H36O11 overall at a distorted geometry, with properties calculated with the ωB97M-V functional and the def2-TZVPD basis.

```
58
Properties=species:S:1:pos:R:3:lowdin_charge:R:1
H 1.71 0.42 -4.53 0.115
H 2.13 2.12 -6.50 0.111
C -1.59 -1.58 0.22 -0.538
O -6.60 -0.97 -4.49 -0.054
H -0.73 -0.78 -1.11 0.085
O 0.52 -0.76 -5.61 -0.087
H 2.68 -5.69 2.83 0.072
O -5.55 3.52 1.27 -0.069
H -6.66 5.18 0.37 0.118
H -3.61 -2.07 0.00 0.083
H -6.59 -1.56 -5.24 0.027
C -4.88 4.84 -0.78 -0.241
H 4.63 -4.14 2.27 0.111
C 1.04 0.55 -5.38 -0.215
H 6.43 -5.79 2.58 0.113
H -0.83 -4.44 6.02 0.028
O 3.58 -5.99 2.71 -0.070
H 0.21 1.14 -5.00 0.104
H 4.28 -4.23 3.87 0.108
O -4.22 6.01 -0.27 -0.071
C -0.88 -2.91 -0.18 -0.048
C 1.69 1.15 -6.69 -0.276
H -0.60 -3.09 -1.22 0.076
O -0.69 -4.17 5.11 -0.055
O 1.76 3.57 2.19 -0.073
H 0.12 -2.90 0.25 0.071
H 1.41 2.68 2.28 0.089
H -0.13 -0.83 -6.31 0.078
H 4.63 3.92 3.88 0.121
H -6.41 3.27 1.64 0.072
H -6.57 3.69 -0.51 0.105
O -0.74 -0.59 -0.17 -0.045
H -3.30 -0.33 -0.20 0.080
H 4.21 3.66 2.12 0.122
H 2.78 5.14 3.09 0.115
H 2.61 0.59 -6.87 0.115
H 4.92 2.01 3.47 0.091
C 4.53 -4.90 3.05 -0.197
O 3.98 2.15 3.38 -0.046
H -3.82 5.80 0.59 0.083
C -2.92 -1.33 -0.41 -0.059
O 6.76 -4.35 3.94 -0.078
C 2.54 4.09 3.25 -0.231
O 0.83 1.20 -7.76 -0.039
H -6.98 -0.15 -4.82 0.026
H 1.91 3.98 4.13 0.119
C 3.94 3.49 3.16 -0.308
H 7.67 -4.65 3.94 0.085
H -5.23 4.94 -1.80 0.113
H 0.41 2.06 -7.71 0.096
H -0.29 -3.30 5.18 0.027
H -2.90 -1.34 -1.50 0.084
C -6.00 4.34 0.15 -0.225
H -1.34 -3.84 0.14 0.071
H -1.61 -1.41 1.30 0.141
H -4.11 4.12 -1.06 0.113
C 5.93 -5.40 3.47 -0.261
H 5.94 -6.15 4.26 0.117
```

Properties
E_LUMO (eV): 0.4645
Spin multiplicity: 1
Frontier orbital gap (eV): 10.314
SMILES: CC(C)O.OCCO.OCCO.OCCO.OCCO.O.O
Charge: 0
E_tot (eV): -34508.2746

Below is a 11-piece molecular cluster, C35H70Cl6O22 overall at a distorted geometry, with properties calculated with the ωB97M-V functional and the def2-TZVPD basis.

```
133
Properties=species:S:1:pos:R:3:lowdin_charge:R:1
O 0.08 -4.38 5.43 0.046
H 3.03 -2.18 6.61 0.091
H 3.08 -5.09 2.90 0.066
H 2.19 -0.12 2.19 0.081
H 2.72 -4.47 1.36 0.073
C -4.02 0.00 -5.39 -0.520
C 1.24 1.24 -5.51 -0.191
C -0.03 -5.37 4.42 -0.220
H -6.24 0.06 -4.16 0.110
O 3.38 0.43 -4.07 0.098
O 4.09 2.58 -4.01 0.017
O 1.95 -3.53 4.52 0.098
O -8.94 1.21 -2.03 0.043
H -10.05 2.25 -0.70 0.128
H -10.93 -0.16 -0.86 0.080
C -4.57 -0.35 1.21 -1.014
O 1.03 -2.70 6.40 0.022
H 2.52 3.89 -1.43 0.082
H -1.90 6.43 -1.08 0.094
H 5.03 1.58 -2.48 0.077
H 1.62 0.24 -5.73 0.123
H 1.64 -10.16 3.82 0.082
Cl -4.31 1.08 2.28 0.502
H 2.86 -9.10 4.43 0.092
H -1.63 1.67 -1.41 0.097
H 4.10 -5.39 1.50 0.068
H 5.24 8.61 3.65 0.094
H 5.27 7.77 5.16 0.096
Cl 4.69 -1.70 -0.85 0.545
H -3.14 1.42 -0.44 0.062
C -1.79 6.15 -0.03 -0.046
H 0.76 2.13 -1.51 0.110
C 5.86 3.22 3.30 -0.228
H -1.02 6.79 0.42 0.100
H 7.29 -1.42 2.97 0.009
O 2.30 2.10 -5.10 0.052
H -2.89 -1.54 -6.60 0.095
H -10.64 2.50 -2.33 0.127
O -0.19 4.61 -1.74 0.146
C 5.82 5.48 3.88 -0.615
C -0.78 -4.87 3.20 -0.051
C 1.08 2.48 -0.51 -0.232
C 3.25 1.60 -4.34 -0.596
H 0.81 1.72 -6.39 0.126
H 7.21 -2.47 4.48 0.027
H -2.69 6.40 0.53 0.093
H -5.45 2.68 -1.22 0.108
C 5.29 2.12 -3.40 -0.047
H 6.95 3.19 3.31 0.131
H 5.25 2.67 1.28 0.073
Cl 5.12 -1.43 3.75 0.526
C 1.81 -8.35 2.80 -0.536
H 1.12 -6.32 1.46 0.110
H 5.60 2.81 4.28 0.128
C 2.37 -0.91 1.46 -0.097
H -0.76 0.68 -4.60 0.054
H -1.72 -4.40 3.52 0.082
C -0.47 -0.36 -0.01 -0.631
C 1.07 -1.66 1.20 -0.214
H 2.60 -0.24 0.63 0.047
H 2.25 -6.50 0.26 0.126
O 5.52 6.67 3.37 0.000
H 2.03 -0.88 5.88 0.095
C 2.19 -6.49 1.36 -0.222
O -5.23 0.08 -5.98 -0.017
H -3.59 -0.70 0.93 0.003
H -7.13 -0.37 -5.62 0.125
C -10.21 1.76 -1.67 -0.232
O 2.60 -7.72 1.93 0.020
C -3.00 -0.48 -6.38 0.033
H 1.21 1.54 0.02 0.102
O -0.07 -0.83 1.16 0.067
O 0.04 -0.52 -1.09 0.122
O -6.81 1.45 -2.05 -0.008
H -2.02 -0.17 -6.00 0.057
H -0.14 2.20 -4.27 0.091
H 1.22 -2.34 0.35 0.107
H -7.90 1.83 -5.10 0.080
C -5.55 2.07 -2.12 -0.043
C -11.26 0.69 -1.46 -0.071
H -0.46 -6.26 4.85 0.123
O -1.51 0.42 0.19 -0.020
O -1.38 4.81 0.15 0.001
C 1.13 -3.54 5.41 -0.600
H 5.88 1.36 -3.91 0.100
C 5.75 7.82 4.19 -0.035
H -12.14 1.16 -1.02 0.080
C 2.46 3.12 -0.66 -0.038
H -0.20 -4.18 2.59 0.057
C 5.24 2.26 2.30 -0.070
O 0.11 3.28 0.09 0.052
O -8.08 3.29 -2.15 0.132
H -11.55 0.27 -2.42 0.077
H 3.19 -1.54 1.79 0.016
C 3.07 -5.39 1.86 -0.066
Cl 6.70 -3.60 2.50 0.482
H 0.93 -5.70 4.02 0.091
Cl -5.35 -1.68 2.04 0.534
C -7.94 2.10 -2.06 -0.632
C 6.75 -2.15 3.56 -0.948
H 3.20 2.36 -0.91 0.067
H 4.20 2.03 2.49 0.073
C 3.56 -1.84 -2.18 -1.008
H 1.83 -1.34 7.58 0.094
H 5.87 2.98 -3.07 0.097
H -6.25 2.54 -5.04 0.070
H 6.82 7.93 4.33 0.098
H -5.55 2.78 -2.95 0.092
H -6.86 2.08 -6.49 0.080
H -2.69 0.16 -1.50 0.102
H 3.23 -10.14 3.04 0.080
C -2.27 0.96 -0.89 -0.024
O 6.33 5.31 4.96 0.126
H 5.79 1.33 2.21 0.060
H -5.21 -0.03 0.40 0.015
C -6.40 0.32 -5.20 -0.195
C -6.87 1.75 -5.45 -0.052
H 0.93 -2.33 2.05 0.101
O -3.87 0.28 -4.24 0.100
H 2.77 -1.11 -2.07 -0.001
H 4.03 -1.57 -3.12 0.013
H 0.61 0.72 -3.49 0.064
C 2.46 -9.52 3.50 0.021
O 0.72 -8.00 3.17 0.095
O 5.44 4.54 3.04 0.052
C 0.20 1.17 -4.39 -0.044
C -0.42 4.29 -0.61 -0.598
Cl 2.67 -3.41 -2.24 0.485
H -3.15 0.08 -7.30 0.093
C 2.05 -1.71 6.58 -0.023
H 2.77 3.51 0.31 0.080
H -1.10 -5.70 2.57 0.077
H -4.76 1.35 -2.30 0.066
```

Properties
E_LUMO (eV): 0.3930
Spin multiplicity: 1
Frontier orbital gap (eV): 10.763
SMILES: CCOC(=O)OC.CCOC(=O)OC.CCOC(=O)OC.CCOC(=O)OC.CCOC(=O)OC.CCOC(=O)OC.CCOC(C)=O.CCOC(C)=O.ClCCl.ClCCl.ClCCl
Charge: 0
E_tot (eV): -157609.9520

Below is C4H4DyO5 as an isolated structure at a distorted geometry, with properties calculated with the ωB97M-V functional and the def2-TZVPD basis.

```
14
Properties=species:S:1:pos:R:3:lowdin_spin:R:1
H -0.81 -0.40 -1.34 -0.001
Dy -1.58 -0.15 1.76 5.845
O 1.40 -3.39 -2.06 0.000
O -0.03 -2.21 -0.78 0.002
C 1.19 -0.29 -0.62 0.000
C -1.75 2.71 2.02 0.006
C 1.07 -2.36 -1.50 0.000
C -0.23 -0.78 -0.47 0.055
H 1.27 0.72 -1.04 0.000
H -0.92 3.55 1.71 0.004
O -0.65 2.11 2.32 0.048
H 1.79 -0.35 0.30 -0.001
O -2.53 2.08 1.26 0.042
O 1.78 -1.24 -1.55 0.001
```

Properties
E_LUMO (spin up / spin down) (eV): -0.5592 / -1.6067
Spin multiplicity: 7
Frontier orbital gap (spin up / spin down) (eV): 7.544 / 7.057
Charge: 0
E_tot (eV): -38530.0812

Below is an isolated molecule of C4H2Cl2N2O6S at a distorted geometry, with properties calculated with the ωB97M-V functional and the def2-TZVPD basis.

```
17
Properties=species:S:1:pos:R:3:lowdin_spin:R:1
N 1.86 0.21 1.17 0.054
O -2.89 -0.01 -1.26 0.003
O 0.99 0.21 2.05 0.163
O 2.79 1.08 1.18 0.076
S 0.09 -1.46 -0.13 0.025
O -0.24 -2.35 0.92 0.014
O -2.74 -1.49 0.27 0.006
C -0.66 1.23 -0.56 0.091
H -1.52 1.75 -0.98 0.036
Cl 1.81 2.64 -0.54 0.246
N -2.38 -0.53 -0.32 0.002
C 0.48 1.86 -0.71 0.558
C -1.06 -0.04 0.12 0.039
Cl 2.74 -0.77 -1.18 0.201
O 0.10 -1.87 -1.46 0.000
H -1.08 0.21 1.29 -0.003
C 1.71 -0.67 0.14 0.488
```

Properties
E_LUMO (spin up / spin down) (eV): -0.9571 / -3.8856
Spin multiplicity: 3
Frontier orbital gap (spin up / spin down) (eV): 7.262 / 6.434
Charge: 0
E_tot (eV): -55312.3966

Below is C12H6Br4O4PdS5 as an isolated structure at a distorted geometry, with properties calculated with the ωB97M-V functional and the def2-TZVPD basis.

```
32
Properties=species:S:1:pos:R:3:lowdin_charge:R:1
C 2.80 1.77 1.38 -0.363
C -1.96 2.45 -1.55 -0.071
Br -2.62 -4.23 -0.89 0.665
C -2.33 -3.09 0.60 -0.661
H 3.23 2.19 2.28 0.022
H -1.78 2.83 -2.57 0.085
S 2.57 1.41 -5.22 0.443
Pd 0.87 -0.16 -0.28 0.753
O -0.39 -0.17 1.49 -0.208
Br -4.26 -4.74 1.94 0.598
C -3.02 -3.30 1.78 -0.792
C 3.40 0.81 -1.13 -1.003
Br -3.77 -2.70 4.48 0.600
C 2.61 -0.33 -1.32 -1.328
S 4.22 1.16 0.37 0.773
S 3.60 1.88 -2.49 0.896
C 2.72 0.95 -3.65 -1.511
C -2.83 -2.44 2.85 -0.804
S 2.03 -0.53 -3.01 0.905
S 2.69 -1.73 -0.29 0.477
H 2.13 0.93 1.62 0.022
H -2.99 2.10 -1.46 0.085
Br -1.71 -0.14 4.14 0.664
C -1.41 -2.04 0.40 -0.470
H 2.28 2.54 0.80 0.020
C -1.22 -1.13 1.55 -0.445
O 0.59 2.75 -0.84 -0.009
O -0.79 -1.86 -0.67 -0.166
H -1.76 3.25 -0.83 0.083
C -1.96 -1.37 2.71 -0.660
C 0.16 1.61 -0.92 -0.491
O -1.10 1.34 -1.28 -0.107
```

Properties
E_LUMO (spin up / spin down) (eV): 3.9543 / 3.9536
Spin multiplicity: 1
Frontier orbital gap (spin up / spin down) (eV): 4.727 / 4.726
Charge: -2
E_tot (eV): -358557.7999

Below is C5H10NO2 as an isolated structure at a distorted geometry, with properties calculated with the ωB97M-V functional and the def2-TZVPD basis.

```
18
Properties=species:S:1:pos:R:3:lowdin_charge:R:1
C 0.66 0.99 0.40 -0.157
H 1.53 -1.11 2.55 0.146
C 1.50 -0.68 1.57 -0.089
H 0.26 1.64 -1.43 0.085
H -0.53 0.00 -2.11 0.063
N -2.04 0.10 -0.80 0.151
O 0.25 -0.60 -0.49 -0.250
H 1.09 -2.26 0.05 0.156
H 2.45 -0.60 1.01 0.156
C 0.56 -1.49 0.63 -0.049
C -0.85 -0.75 -1.38 -0.104
H -1.41 0.51 -0.06 0.127
C 0.62 1.94 -0.45 0.137
H 0.67 3.01 -0.21 0.123
O 0.88 0.58 1.64 0.050
H -2.37 0.83 -1.48 0.181
H -2.84 -0.42 -0.54 0.122
H -0.44 -1.68 1.09 0.152
```

Properties
E_LUMO (eV): -3.6015
Spin multiplicity: 1
Frontier orbital gap (eV): 8.887
Charge: +1
E_tot (eV): -10919.1094

Below is a 2-piece molecular cluster, C5H12O overall at a distorted geometry, with properties calculated with the ωB97M-V functional and the def2-TZVPD basis.

```
18
Properties=species:S:1:pos:R:3:lowdin_charge:R:1
C -1.25 -0.06 -0.18 -0.262
H -0.38 -0.22 1.88 0.104
H -0.17 -2.49 -0.09 0.103
H 0.22 -2.81 2.82 0.071
C 0.79 -2.68 1.89 -0.118
C -0.37 -0.68 0.89 -0.138
H 1.56 6.03 -2.11 0.031
C 0.04 -1.94 0.82 -0.179
H 1.06 -3.69 1.57 0.066
H -2.11 -0.74 -0.27 0.097
H -1.08 0.86 -2.17 0.065
O 1.15 5.58 -1.36 -0.063
H -0.97 -0.93 -2.05 0.055
H 0.40 0.02 -1.67 0.065
H 1.80 5.14 -0.80 0.032
H -1.73 0.81 0.28 0.097
H 1.73 -2.20 2.18 0.072
C -0.68 0.01 -1.62 -0.098
```

Properties
E_LUMO (eV): 0.9292
Spin multiplicity: 1
Frontier orbital gap (eV): 9.904
SMILES: C/C=C/CC.O
Charge: 0
E_tot (eV): -7425.9148